Formula: C31H18BrF4FeNPS
Source: the OMol25 dataset
Level of theory: ωB97M-V with the def2-TZVPD basis set

Structure (ORCA input):
```
! wB97M-V def2-TZVPD RIJCOSX def2/J DEFGRID3
* xyz 2 6
Fe -1.120 -0.055 0.854
F 2.434 6.079 0.806
C 2.174 4.799 0.690
C 3.042 3.967 -0.007
F 4.134 4.455 -0.551
C 2.747 2.617 -0.117
F 3.601 1.832 -0.764
C 1.597 2.064 0.434
P 1.271 0.281 0.339
C 1.488 -0.285 -1.354
C 1.203 0.558 -2.428
C 1.272 0.068 -3.721
C 1.614 -1.259 -3.945
C 1.884 -2.103 -2.875
C 1.817 -1.623 -1.577
C 2.441 -0.503 1.452
C 2.065 -0.638 2.790
C 2.964 -1.153 3.709
C 4.231 -1.538 3.291
C 4.606 -1.402 1.960
C 3.717 -0.880 1.034
C 0.749 2.922 1.141
Br -0.844 2.323 2.021
C 1.025 4.270 1.269
F 0.206 5.070 1.933
H 0.950 1.599 -2.262
H 1.070 0.726 -4.556
H 1.675 -1.636 -4.957
H 2.157 -3.135 -3.052
H 2.038 -2.282 -0.746
H 1.078 -0.321 3.115
H 2.679 -1.252 4.748
H 4.932 -1.943 4.008
H 5.596 -1.700 1.644
H 4.011 -0.772 -0.001
S -4.891 -1.416 -0.781
C -4.983 0.303 -1.071
C -6.028 1.018 -1.640
C -5.868 2.385 -1.769
C -4.695 3.014 -1.345
C -3.655 2.299 -0.780
C -3.810 0.927 -0.636
N -2.894 0.029 -0.093
C -3.339 -1.215 -0.126
C -2.489 -2.295 0.423
C -2.643 -3.619 0.042
C -1.809 -4.592 0.590
C -0.836 -4.259 1.512
C -0.669 -2.929 1.903
C -1.444 -1.954 1.305
H -6.932 0.523 -1.967
H -6.661 2.977 -2.204
H -4.598 4.085 -1.464
H -2.750 2.799 -0.460
H -3.405 -3.901 -0.674
H -1.941 -5.626 0.303
H -0.220 -5.034 1.948
H 0.062 -2.672 2.657
*
```

Results
Frontier orbital gap (spin up / spin down) (eV): 8.26 / 5.93